Molecular formula: C4H7IN
Method: DFT, ωB97M-V/def2-TZVPD

Structure (XYZ):
```
13
Properties=species:S:1:pos:R:3
C 1.14 -0.71 -0.23
C 0.72 -0.07 -1.32
C 0.35 -0.69 1.04
C -1.12 0.67 -0.59
N -0.66 0.42 0.78
I 1.30 0.48 -3.20
H 2.01 -1.28 -0.42
H -0.22 -1.63 1.39
H 0.78 -0.36 1.96
H -1.09 1.70 -0.86
H -1.72 -0.19 -0.96
H -1.37 0.33 1.48
H -0.12 1.32 0.94
```

The net charge is +1. Its HOMO energy is -13.23 eV. The calculation puts the energy above the lowest of the compared OMol25 structures with the same formula, charge and spin at 3.193 eV.

Atomic partial charges in e from the Löwdin method, atoms 1 to 5: atom 1 (C): -0.18, atom 2 (C): -0.67, atom 3 (C): -0.09, atom 4 (C): 0.02, atom 5 (N): -0.04

Molecular formula: C4H7IN2
Method: DFT, ωB97M-V/def2-TZVPD

Structure (XYZ):
```
14
Properties=species:S:1:pos:R:3
C -1.86 0.44 0.59
C -0.67 0.04 0.81
C 1.54 -0.07 -0.22
C 1.29 -0.23 -1.64
N 0.55 0.78 0.47
N 2.29 0.73 -1.14
I 4.24 0.50 -1.33
H -2.64 -0.12 0.86
H -2.27 1.34 0.27
H -0.50 -0.84 1.47
H 1.96 -0.91 0.39
H 1.78 -1.09 -2.25
H 0.36 0.24 -2.03
H 0.40 1.67 0.07
```

The SMILES is C=CN[C@H]1CN1I. Its HOMO energy is -8.49 eV. The calculation puts the energy above the lowest of the compared OMol25 structures with the same formula, charge and spin at 3.313 eV.

Atomic partial charges in e from the Löwdin method, atoms 1 to 5: atom 1 (C): -0.01, atom 2 (C): -0.21, atom 3 (C): -0.47, atom 4 (C): -0.19, atom 5 (N): 0.01

Molecular formula: C4H7IN2
Method: DFT, ωB97M-V/def2-TZVPD

Structure (XYZ):
```
14
Properties=species:S:1:pos:R:3
C -1.02 -0.07 0.37
C -2.16 0.50 0.38
C 1.13 1.06 -0.31
C 0.21 0.67 0.91
N -3.22 -2.20 -0.30
N -3.93 -1.30 -0.44
I -3.23 2.17 0.90
H -0.74 -1.09 0.07
H 1.60 0.15 -0.62
H 1.76 1.98 -0.08
H 0.43 1.29 -1.08
H -0.15 1.53 1.34
H 0.64 0.14 1.81
H -3.59 -3.18 -0.51
```

Its HOMO energy (spin up / spin down) is -7.64 / -8.20 eV. The calculation puts the energy above the lowest of the compared OMol25 structures with the same formula, charge and spin at 5.100 eV.

Atomic partial charges in e from the Löwdin method, atoms 1 to 5: atom 1 (C): -0.31, atom 2 (C): -0.69, atom 3 (C): -0.09, atom 4 (C): -0.27, atom 5 (N): -0.05

Molecular formula: C4H7IN2O
Method: DFT, ωB97M-V/def2-TZVPD

Structure (XYZ):
```
15
Properties=species:S:1:pos:R:3
C 0.40 -1.14 -0.28
C 0.78 -0.02 -1.31
C -0.06 1.19 -1.03
C -0.60 0.95 0.37
N -0.54 -0.59 0.54
N -0.70 -1.13 1.79
O 0.76 -2.28 -0.16
I 0.78 1.89 1.85
H 1.75 0.16 -1.11
H 0.59 -0.40 -2.41
H 0.56 2.15 -1.18
H -0.93 1.36 -1.80
H -1.58 1.19 0.65
H -1.30 -1.93 1.82
H 0.09 -1.42 2.28
```

The SMILES is NN1C(=O)CC[C@@H]1I. Its HOMO energy is -9.58 eV. The calculation puts the energy above the lowest of the compared OMol25 structures with the same formula, charge and spin at 0.811 eV.

Atomic partial charges in e from the Löwdin method, atoms 1 to 5: atom 1 (C): -0.47, atom 2 (C): -0.11, atom 3 (C): -0.28, atom 4 (C): -0.56, atom 5 (N): -0.16

Molecular formula: C4H7IN2S
Method: DFT, ωB97M-V/def2-TZVPD

Structure (XYZ):
```
15
Properties=species:S:1:pos:R:3
C -0.46 -0.94 -0.50
C 0.37 1.00 0.10
C -0.46 1.32 -1.11
C 1.06 -1.07 1.52
N 0.64 -0.38 0.23
N -1.08 -0.01 -1.27
S -1.10 -2.43 -0.33
I -2.65 -0.50 -2.45
H 1.28 1.65 0.16
H -0.29 1.36 0.96
H -1.13 2.11 -0.94
H 0.21 1.46 -1.93
H 0.23 -1.44 2.00
H 1.86 -1.67 1.29
H 1.52 -0.47 2.26
```

Its HOMO energy is -8.04 eV. The calculation puts the energy above the lowest of the compared OMol25 structures with the same formula, charge and spin at 0.376 eV.

Atomic partial charges in e from the Löwdin method, atoms 1 to 5: atom 1 (C): -0.95, atom 2 (C): -0.22, atom 3 (C): -0.19, atom 4 (C): -0.03, atom 5 (N): -0.12

Molecular formula: C4H7IN2S
Method: DFT, ωB97M-V/def2-TZVPD

Structure (XYZ):
```
15
Properties=species:S:1:pos:R:3
C 0.05 -0.08 0.24
C -1.81 -1.50 0.07
C 2.50 0.90 0.14
C 1.25 0.43 -0.54
N -0.74 -0.93 -0.25
N -3.17 -0.59 -0.34
S -2.17 -3.00 0.65
I -3.13 1.30 0.32
H -0.25 0.54 1.11
H 3.28 0.04 0.44
H 2.55 1.48 1.05
H 3.00 1.52 -0.53
H 1.06 1.38 -1.03
H 1.47 -0.28 -1.30
H -3.90 -1.21 -0.04
```

The SMILES is CC/C=N/C(=S)NI. Its HOMO energy is -8.48 eV. The calculation puts the energy above the lowest of the compared OMol25 structures with the same formula, charge and spin at 1.771 eV.

Atomic partial charges in e from the Löwdin method, atoms 1 to 5: atom 1 (C): -0.12, atom 2 (C): -0.93, atom 3 (C): -0.13, atom 4 (C): -0.21, atom 5 (N): 0.03

Molecular formula: C4H7INS
Method: DFT, ωB97M-V/def2-TZVPD

Structure (XYZ):
```
14
Properties=species:S:1:pos:R:3
C 0.01 0.44 -1.83
C 0.32 -0.62 -1.02
C -1.24 0.61 0.31
C 0.94 -0.08 1.29
N -0.14 -0.42 0.37
S -1.05 1.62 -1.24
I 1.28 -2.42 -1.48
H 0.42 0.74 -2.74
H -2.28 0.11 0.18
H -1.32 1.43 0.98
H 1.62 0.71 0.92
H 0.55 0.15 2.29
H 1.55 -1.10 1.25
H -0.65 -1.18 0.71
```

The SMILES is C[N@H+]1CSC=C1I. The net charge is +1. Its HOMO energy is -12.66 eV. The calculation puts the energy above the lowest of the compared OMol25 structures with the same formula, charge and spin at 0.000 eV.

Atomic partial charges in e from the Löwdin method, atoms 1 to 5: atom 1 (C): -0.45, atom 2 (C): -0.79, atom 3 (C): -0.31, atom 4 (C): 0.00, atom 5 (N): -0.23

Molecular formula: C4H7IO2
Method: DFT, ωB97M-V/def2-TZVPD

Structure (XYZ):
```
14
Properties=species:S:1:pos:R:3
C 0.33 2.90 0.15
C 0.33 -1.99 0.98
C 0.10 -1.45 -1.52
C -0.29 -1.36 -0.25
O -0.84 3.34 0.56
O 0.82 1.81 0.42
I -2.05 -0.17 0.05
H 0.93 3.70 -0.37
H 0.12 -3.00 0.92
H 0.00 -1.57 1.83
H 1.44 -1.78 0.81
H -0.39 -0.95 -2.28
H -1.40 2.56 0.75
H 0.90 -2.05 -2.06
```

The SMILES is C=C(C)I.O=CO. Its HOMO energy is -9.08 eV. The calculation puts the energy above the lowest of the compared OMol25 structures with the same formula, charge and spin at 0.880 eV.

Atomic partial charges in e from the Löwdin method, atoms 1 to 5: atom 1 (C): -0.41, atom 2 (C): -0.12, atom 3 (C): -0.10, atom 4 (C): -0.76, atom 5 (O): 0.06

Molecular formula: C4H7IO2S
Method: DFT, ωB97M-V/def2-TZVPD

Structure (XYZ):
```
15
Properties=species:S:1:pos:R:3
C 0.47 0.79 0.67
C -0.33 -1.24 -0.14
C 0.15 0.11 -0.57
C -0.94 0.88 -1.23
O 1.99 -1.31 1.52
O -0.05 -1.02 2.85
S 0.64 -0.79 1.61
I 1.81 -0.15 -1.81
H 1.38 1.49 0.79
H -0.35 1.38 1.05
H -1.34 -1.21 0.04
H 0.20 -2.11 -0.53
H -1.84 0.34 -1.13
H -0.70 1.00 -2.36
H -1.10 1.83 -0.77
```

Its HOMO energy is -9.70 eV. The calculation puts the energy above the lowest of the compared OMol25 structures with the same formula, charge and spin at 1.635 eV.

Atomic partial charges in e from the Löwdin method, atoms 1 to 5: atom 1 (C): -0.29, atom 2 (C): -0.15, atom 3 (C): -1.10, atom 4 (C): -0.13, atom 5 (O): -0.35

Molecular formula: C4H7KO
Method: DFT, ωB97M-V/def2-TZVPD

Structure (XYZ):
```
13
Properties=species:S:1:pos:R:3
C -1.68 0.50 0.41
C 0.32 -0.37 0.27
C 1.03 0.81 -0.27
O 2.20 0.74 -0.70
K 3.80 -0.56 -2.72
H -1.65 1.15 1.29
H 0.85 -1.25 -0.14
H -2.36 0.76 -0.40
H 0.74 0.20 1.29
C -1.10 -0.86 0.47
H -1.20 -1.33 1.47
H -1.42 -1.50 -0.37
H 0.48 1.71 -0.60
```

The net charge is +1. Its HOMO energy (spin up / spin down) is -10.87 / -13.39 eV. As for the multiplicity: 2. The calculation puts the energy above the lowest of the compared OMol25 structures with the same formula, charge and spin at 2.679 eV. The expectation value of S² is 0.75.

Atomic partial charges in e from the Löwdin method, atoms 1 to 5: atom 1 (C): -0.01, atom 2 (C): -0.18, atom 3 (C): -0.28, atom 4 (O): -0.12, atom 5 (K): 0.96

Molecular formula: C4H7LiNdO2
Method: DFT, ωB97M-V/def2-TZVPD

Structure (XYZ):
```
15
Properties=species:S:1:pos:R:3
H 0.71 1.71 -3.98
C 4.49 -0.06 -2.07
C 5.29 0.84 -1.19
C 4.69 0.04 -0.10
C 3.32 0.27 0.44
O 2.69 1.29 -0.24
O 3.49 0.33 -2.75
Li 2.55 0.38 -4.40
Nd 1.61 1.71 -2.11
H 4.92 -1.04 -2.33
H 6.37 0.71 -1.30
H 4.96 1.88 -1.24
H 5.23 -0.83 0.27
H 3.47 0.56 1.50
H 2.74 -0.68 0.40
```

The net charge is +2. Its HOMO energy (spin up / spin down) is -16.41 / -17.80 eV. As for the multiplicity: 5. The calculation puts the energy above the lowest of the compared OMol25 structures with the same formula, charge and spin at 0.000 eV. The expectation value of S² is 6.01.

Atomic partial charges in e from the Löwdin method, atoms 1 to 5: atom 1 (H): -0.21, atom 2 (C): -0.22, atom 3 (C): -0.08, atom 4 (C): 0.06, atom 5 (C): -0.29

Molecular formula: C4H7N
Method: DFT, ωB97M-V/def2-TZVPD

Structure (XYZ):
```
12
Properties=species:S:1:pos:R:3
C 2.25 -2.15 -1.31
C -0.40 0.08 -0.82
C -0.66 0.06 0.47
C -0.40 1.20 1.41
N 2.31 -2.88 -2.20
H 0.03 0.95 -1.30
H -0.58 -0.76 -1.45
H -1.08 -0.82 0.94
H -1.26 1.35 2.06
H -0.20 2.12 0.87
H 0.47 0.97 2.03
H 2.38 -3.52 -2.97
```

Its HOMO energy is -9.33 eV. The calculation puts the energy above the lowest of the compared OMol25 structures with the same formula, charge and spin at 2.008 eV.

Atomic partial charges in e from the Löwdin method, atoms 1 to 5: atom 1 (C): -0.08, atom 2 (C): -0.05, atom 3 (C): -0.25, atom 4 (C): -0.12, atom 5 (N): 0.04